DFT (wB97M-V/def2-TZVPD) results for C3H7N3S2 as an isolated structure at a distorted geometry.

XYZ file:
```
15
C3H7N3S2 | OMol25 | wB97M-V/def2-TZVPD
S 1.847 -1.417 0.297
S 4.347 0.041 0.006
N 0.071 1.394 0.647
N -0.767 -1.973 0.148
N -0.285 0.365 -0.233
C 2.817 -0.214 -0.484
C -1.735 0.209 -0.385
C 0.096 -1.014 -0.077
H 2.412 0.524 -1.122
H -0.173 2.363 0.370
H -2.118 -0.098 0.625
H -1.884 -1.998 0.206
H -2.076 -0.389 -1.177
H -2.236 1.197 -0.632
H -0.316 1.010 1.812
```

Values from the calculation:
F_max (eV/A): 5.3
Gap between HOMO and LUMO (eV): 8.3830
Energy relative to the best compared isomer or geometry (same formula, charge and spin) (eV): 5.0025
Energy (eV): -29360.6246
HOMO level (eV): -8.7

Results of the Löwdin charge analysis, in e, for atoms 1 through 5: atom 1 (S): 0.901, atom 2 (S): 0.586, atom 3 (N): -0.005, atom 4 (N): 0.027, atom 5 (N): -0.295



DFT (wB97M-V/def2-TZVPD) results for one molecule with the formula C3H5ClN2O3 at a distorted geometry.

XYZ file:
```
14
C3H5ClN2O3 | OMol25 | wB97M-V/def2-TZVPD
Cl 0.031 -1.231 -1.571
O -1.981 1.302 0.242
O 1.168 0.515 1.642
O -2.246 -0.801 0.069
N 0.648 -1.653 1.136
N -1.592 0.154 -0.008
C 0.459 1.302 -0.995
C 0.683 -0.306 0.931
C -0.128 0.047 -0.442
H 0.143 -2.109 0.344
H 0.888 -1.993 2.104
H 1.207 1.003 -1.744
H 1.073 1.960 -0.310
H -0.352 1.810 -1.397
```

Values from the calculation:
F_max (eV/A): 4.7
Gap between HOMO and LUMO (eV): 10.3340
Energy relative to the best compared isomer or geometry (same formula, charge and spin) (eV): 1.4626
Energy (eV): -24834.0767
HOMO level (eV): -10.4
SMILES: C[C@@](Cl)(C(N)=O)[N+](=O)[O-]

Results of the Löwdin charge analysis, in e, for atoms 1 through 5: atom 1 (Cl): 0.840, atom 2 (O): 0.082, atom 3 (O): 0.105, atom 4 (O): 0.107, atom 5 (N): 0.122



- The highest gap between HOMO and LUMO belongs to which entry?
  C3H5ClN2O3



- F_max of number 2 (C3H5ClN2O3)?
  4.7 eV/A